Entry 1:
Molecular formula: C34H24BaCl2IN8O4S
Method: DFT, ωB97M-V with the def2-TZVPD basis set

Results
* relative energy (zero: lowest compared OMol25 entry of this formula, charge and spin): 35.0 kcal per mole
* spin multiplicity: 2
* E_HOMO (spin up / spin down): 1.7 / -1.8 eV
* net charge: -2
* lowest unoccupied orbital energy (spin up / spin down): 3.4 / 3.4 eV

Element x y z (Å)
Ba (-0.688, -0.948, -0.060)
Cl (-4.856, 3.209, -4.531)
C (-3.717, 1.981, -4.013)
C (-3.779, 1.542, -2.698)
C (-2.910, 0.562, -2.205)
N (-2.959, 0.033, -0.881)
C (-3.970, 0.263, -0.059)
O (-4.965, 1.008, -0.185)
C (-3.930, -0.584, 1.245)
C (-4.911, -0.390, 2.209)
C (-4.926, -1.215, 3.322)
C (-3.972, -2.209, 3.446)
C (-3.011, -2.318, 2.455)
N (-2.994, -1.525, 1.381)
C (-1.913, 0.030, -3.095)
C (-1.899, 0.478, -4.416)
C (-2.782, 1.443, -4.873)
Cl (-2.675, 1.942, -6.549)
N (-0.908, -0.835, -2.598)
C (-0.266, -1.688, -3.400)
O (-0.563, -2.093, -4.533)
C (1.088, -2.195, -2.826)
C (1.818, -3.119, -3.562)
C (3.088, -3.455, -3.121)
C (3.591, -2.855, -1.979)
C (2.782, -1.963, -1.292)
N (1.551, -1.654, -1.701)
H (-4.528, 1.947, -2.038)
H (-5.638, 0.392, 2.041)
H (-5.684, -1.085, 4.088)
H (-3.951, -2.879, 4.295)
H (-2.218, -3.054, 2.518)
H (-1.179, 0.056, -5.101)
H (1.374, -3.515, -4.464)
H (3.688, -4.164, -3.681)
H (4.594, -3.056, -1.624)
H (3.128, -1.450, -0.400)
O (0.418, -2.555, 1.237)
N (1.382, -2.370, 2.138)
C (2.538, -3.058, 1.969)
C (3.594, -2.919, 2.819)
C (3.451, -2.029, 3.893)
C (2.283, -1.341, 4.054)
C (1.181, -1.461, 3.165)
S (-0.259, -0.562, 3.292)
H (2.525, -3.702, 1.103)
H (4.505, -3.470, 2.633)
H (4.267, -1.873, 4.588)
H (2.151, -0.631, 4.859)
N (5.298, 2.637, -2.683)
C (5.102, 2.178, -1.352)
O (6.118, 2.109, -0.622)
C (3.788, 1.822, -0.968)
C (2.632, 1.850, -1.833)
C (1.410, 1.458, -1.360)
N (1.161, 1.014, -0.096)
C (2.244, 1.044, 0.749)
C (3.504, 1.413, 0.380)
H (6.172, 3.138, -2.736)
H (4.524, 3.141, -3.088)
H (2.697, 2.141, -2.876)
H (0.552, 1.468, -2.031)
H (2.042, 0.751, 1.777)
H (4.305, 1.407, 1.108)
I (1.041, 3.348, 4.425)
C (-0.671, 3.071, 3.228)
C (-1.915, 2.953, 3.855)
C (-3.012, 2.792, 3.033)
C (-2.844, 2.743, 1.657)
C (-1.555, 2.835, 1.157)
N (-0.482, 3.010, 1.938)
H (-1.999, 2.985, 4.932)
H (-4.001, 2.688, 3.465)
H (-3.679, 2.589, 0.985)
H (-1.378, 2.746, 0.090)

***

Entry 2:
Molecular formula: C2H3FN3
Method: DFT, ωB97M-V with the def2-TZVPD basis set

Results
* relative energy (zero: lowest compared OMol25 entry of this formula, charge and spin): 63.8 kcal per mole
* SMILES: N=[N+]=C/C=N/F
* E_HOMO: -15.9 eV
* net charge: +1
* lowest unoccupied orbital energy: -6.7 eV

Element x y z (Å)
N (1.243, -1.758, -0.181)
N (0.645, -0.805, 0.091)
C (0.013, 0.252, -0.180)
C (-1.398, 0.416, -0.198)
N (-2.049, -0.670, -0.058)
F (-3.435, -0.440, -0.010)
H (1.654, -2.466, 0.415)
H (0.533, 1.117, -0.070)
H (-1.657, 1.517, -0.364)

***

Entry 3:
Molecular formula: C8H13CaMnNO10
Method: DFT, ωB97M-V with the def2-TZVPD basis set

Results
* relative energy (zero: lowest compared OMol25 entry of this formula, charge and spin): 5.6 kcal per mole
* spin multiplicity: 6
* E_HOMO (spin up / spin down): -16.3 / -16.4 eV
* net charge: +2
* lowest unoccupied orbital energy (spin up / spin down): -7.1 / -7.3 eV

Element x y z (Å)
Ca (2.233, -3.847, 1.651)
Mn (3.290, -1.501, -1.299)
O (2.005, -2.303, -0.040)
H (1.107, -2.022, 0.158)
N (5.136, -3.581, -0.289)
O (4.711, -3.202, -1.441)
O (6.205, -3.222, 0.148)
O (4.270, -4.149, 0.437)
C (-0.704, 3.729, -0.470)
C (-0.025, 2.704, -1.379)
C (0.879, 3.207, -2.505)
O (1.753, 2.068, -2.589)
C (1.738, 1.378, -1.460)
O (2.391, 0.369, -1.266)
O (0.877, 1.909, -0.615)
H (-1.228, 3.200, 0.322)
H (-1.390, 4.337, -1.058)
H (0.061, 4.397, -0.071)
H (-0.898, 2.182, -1.790)
H (1.377, 4.124, -2.176)
H (0.464, 3.446, -3.479)
C (-3.916, -0.567, 2.344)
C (-3.153, -1.415, 1.326)
C (-2.248, -0.560, 0.416)
O (-0.919, -0.931, 0.765)
C (-0.966, -1.883, 1.702)
O (0.035, -2.315, 2.235)
O (-2.190, -2.211, 2.039)
H (-4.675, -1.191, 2.809)
H (-4.357, 0.301, 1.855)
H (-3.194, -0.191, 3.071)
H (-3.885, -2.016, 0.790)
H (-2.351, 0.522, 0.502)
H (-2.431, -0.764, -0.643)

***

Entry 4:
Molecular formula: C67H49ClI4N4O3SiY
Method: DFT, ωB97M-V with the def2-TZVPD basis set

Results
* relative energy (zero: lowest compared OMol25 entry of this formula, charge and spin): 159.2 kcal per mole
* E_HOMO: -2.9 eV
* net charge: -1
* lowest unoccupied orbital energy: 1.1 eV

Element x y z (Å)
Y (-0.733, -1.699, -0.873)
I (6.847, 5.219, 4.213)
C (5.163, 4.282, 3.423)
C (4.668, 4.665, 2.185)
C (3.554, 4.036, 1.663)
C (2.881, 3.013, 2.352)
C (3.429, 2.639, 3.590)
C (4.542, 3.256, 4.123)
C (1.799, 2.268, 1.768)
C (1.080, 2.729, 0.629)
C (0.998, 3.999, 0.022)
C (0.089, 3.936, -1.021)
C (-0.405, 2.639, -1.168)
C (-1.088, 2.180, -2.354)
C (-1.730, 3.308, -3.095)
C (-2.886, 3.908, -2.609)
C (-3.489, 4.958, -3.281)
C (-2.918, 5.424, -4.456)
I (-3.806, 7.007, -5.475)
C (-1.757, 4.855, -4.954)
C (-1.169, 3.803, -4.267)
C (-1.105, 0.953, -2.984)
N (-0.558, -0.202, -2.458)
C (-0.341, -1.125, -3.468)
C (0.567, -2.185, -3.337)
C (0.602, -3.207, -4.395)
C (-0.580, -3.810, -4.832)
C (-0.581, -4.765, -5.834)
C (0.621, -5.145, -6.409)
I (0.642, -6.602, -7.897)
C (1.811, -4.562, -5.998)
C (1.794, -3.601, -5.003)
C (1.572, -2.236, -2.243)
C (2.823, -2.841, -2.030)
C (3.357, -2.285, -0.836)
C (2.404, -1.403, -0.340)
N (1.356, -1.404, -1.181)
C (2.352, -0.280, 0.651)
C (0.992, 0.152, 1.054)
C (-0.331, 0.739, 0.546)
C (0.177, 0.868, 3.246)
C (1.355, 0.929, 2.253)
N (1.835, -0.534, 2.049)
C (3.553, 0.606, 0.508)
C (4.559, 0.562, 1.459)
C (5.730, 1.289, 1.291)
C (5.886, 2.053, 0.150)
I (7.604, 3.210, -0.082)
C (4.893, 2.095, -0.823)
C (3.737, 1.362, -0.647)
C (-1.027, -0.595, -4.654)
C (-1.483, 0.639, -4.357)
N (0.220, 1.908, -0.128)
H (5.170, 5.430, 1.607)
H (3.242, 4.303, 0.661)
H (2.991, 1.824, 4.141)
H (4.927, 2.932, 5.081)
H (1.525, 4.878, 0.348)
H (-0.136, 4.741, -1.701)
H (-3.315, 3.541, -1.687)
H (-4.392, 5.407, -2.895)
H (-1.309, 5.229, -5.864)
H (-0.259, 3.356, -4.640)
H (-1.510, -3.527, -4.358)
H (-1.509, -5.219, -6.153)
H (2.745, -4.850, -6.458)
H (2.719, -3.130, -4.707)
H (3.314, -3.557, -2.663)
H (4.335, -2.473, -0.427)
H (-1.004, 0.226, -0.130)
H (-0.048, -0.206, 3.366)
H (4.412, -0.017, 2.361)
H (6.495, 1.277, 2.054)
H (5.021, 2.703, -1.708)
H (2.958, 1.384, -1.397)
H (-1.063, -1.079, -5.615)
H (-1.973, 1.311, -5.042)
Cl (0.723, -8.901, -0.063)
C (0.105, -7.317, -0.437)
C (-0.755, -7.162, -1.538)
C (-1.260, -5.937, -1.871)
C (-0.943, -4.769, -1.121)
O (-1.423, -3.623, -1.483)
C (-0.076, -4.950, 0.006)
C (0.324, -3.897, 0.901)
O (-0.127, -2.732, 0.901)
C (0.445, -6.231, 0.312)
H (-0.999, -8.032, -2.134)
H (-1.896, -5.811, -2.735)
H (1.081, -4.155, 1.658)
H (1.118, -6.338, 1.152)
C (0.806, 2.589, 7.127)
C (1.265, 1.312, 6.840)
C (1.047, 0.759, 5.592)
C (0.366, 1.467, 4.604)
C (-0.103, 2.739, 4.909)
C (0.120, 3.301, 6.158)
Si (-1.186, 1.451, 2.115)
C (-2.898, 0.893, 2.647)
C (-4.026, 1.314, 1.939)
C (-5.305, 1.036, 2.394)
C (-5.480, 0.336, 3.579)
C (-4.375, -0.090, 4.297)
C (-3.096, 0.186, 3.831)
H (0.985, 3.028, 8.098)
H (1.805, 0.749, 7.589)
H (1.426, -0.229, 5.361)
H (-0.617, 3.315, 4.152)
H (-0.237, 4.300, 6.366)
H (-1.309, 2.901, 1.854)
H (-3.902, 1.888, 1.030)
H (-6.166, 1.376, 1.834)
H (-6.477, 0.128, 3.943)
H (-4.506, -0.627, 5.226)
H (-2.243, -0.130, 4.414)
C (-2.764, -2.961, 2.112)
C (-3.802, -2.331, 1.221)
O (-3.222, -1.629, 0.106)
C (-4.289, -1.207, -0.755)
C (-3.776, -0.338, -1.868)
H (-3.263, -3.325, 3.011)
H (-2.005, -2.248, 2.425)
H (-2.278, -3.805, 1.628)
H (-4.417, -1.616, 1.779)
H (-4.465, -3.107, 0.817)
H (-5.014, -0.658, -0.138)
H (-4.787, -2.107, -1.141)
H (-3.244, 0.536, -1.486)
H (-4.616, 0.030, -2.460)
H (-3.114, -0.864, -2.558)

***

Entry 5:
Molecular formula: C16H26BeN5O3PS
Method: DFT, ωB97M-V with the def2-TZVPD basis set

Results
* E_HOMO: -13.1 eV
* net charge: +2
* lowest unoccupied orbital energy: -5.7 eV

Element x y z (Å)
Be (-2.275, -1.384, -1.047)
C (-1.732, -0.639, 2.437)
C (-1.131, -1.348, 1.251)
C (0.010, -2.317, 1.424)
O (-2.199, -1.990, 0.428)
C (-0.605, -0.262, 0.240)
O (0.297, 0.519, 0.529)
O (-1.160, -0.427, -0.984)
H (-1.856, -1.392, 3.228)
H (-2.709, -0.143, 2.222)
H (-1.186, 0.205, 2.793)
H (-0.183, -3.067, 2.159)
H (0.848, -1.775, 1.825)
H (0.225, -2.723, 0.430)
H (-2.860, -2.423, 0.994)
N (-6.420, -4.854, -4.725)
C (-6.325, -3.453, -4.723)
S (-7.181, -2.334, -5.558)
C (-5.319, -2.898, -3.765)
C (-4.022, -3.308, -3.973)
C (-3.058, -2.799, -3.166)
N (-3.341, -2.023, -2.109)
C (-4.632, -1.644, -1.897)
C (-5.679, -2.033, -2.751)
H (-7.037, -5.380, -5.372)
H (-5.632, -5.345, -4.252)
H (-3.867, -3.963, -4.859)
H (-2.011, -3.013, -3.345)
H (-4.814, -0.951, -1.001)
H (-6.730, -1.720, -2.587)
C (3.667, 1.573, 0.500)
N (3.597, 1.600, 1.986)
C (4.900, 1.956, 2.687)
N (5.401, 3.185, 2.190)
C (5.427, 3.178, 0.675)
N (4.137, 2.840, 0.077)
C (3.240, 3.920, 0.215)
P (2.828, 4.306, 2.028)
C (2.475, 2.526, 2.442)
C (4.603, 4.327, 2.651)
H (2.714, 1.258, 0.109)
H (4.473, 0.863, 0.233)
H (3.302, 0.701, 2.393)
H (5.630, 1.119, 2.560)
H (4.611, 2.071, 3.742)
H (6.261, 2.513, 0.364)
H (5.793, 4.133, 0.405)
H (2.361, 3.643, -0.361)
H (3.670, 4.815, -0.302)
H (1.486, 2.317, 1.993)
H (2.339, 2.387, 3.575)
H (4.672, 4.430, 3.738)
H (4.998, 5.219, 2.252)

***

Entry 6:
Molecular formula: C36H72O36
Method: DFT, ωB97M-V with the def2-TZVPD basis set

Results
* relative energy (zero: lowest compared OMol25 entry of this formula, charge and spin): 186.6 kcal per mole
* SMILES: COC(=O)OC.COC(=O)OC.COC(=O)OC.COC(=O)OC.COC(=O)OC.COC(=O)OC.COC(=O)OC.COC(=O)OC.COC(=O)OC.COC(=O)OC.COC(=O)OC.COC(=O)OC
* E_HOMO: -10.5 eV
* net charge: 0
* lowest unoccupied orbital energy: 0.1 eV

Element x y z (Å)
C (17.725, -2.992, -26.573)
O (17.460, -2.514, -25.250)
C (16.181, -2.653, -24.650)
O (15.153, -3.338, -25.044)
O (16.236, -1.893, -23.587)
C (15.251, -2.084, -22.557)
H (17.433, -4.043, -26.580)
H (18.729, -2.833, -26.966)
H (17.097, -2.425, -27.260)
H (15.455, -1.239, -21.899)
H (15.399, -2.986, -21.964)
H (14.186, -2.097, -22.785)
C (23.229, -9.365, -12.581)
O (23.044, -8.060, -12.078)
C (22.303, -7.267, -12.749)
O (21.832, -7.404, -13.861)
O (22.008, -6.176, -11.864)
C (21.096, -5.145, -12.251)
H (23.574, -9.608, -13.586)
H (22.298, -9.931, -12.582)
H (23.889, -9.853, -11.863)
H (20.385, -5.528, -12.983)
H (21.701, -4.456, -12.839)
H (20.612, -4.717, -11.373)
C (13.401, -3.964, -12.266)
O (13.459, -4.294, -10.942)
C (14.555, -4.027, -10.224)
O (15.347, -3.137, -10.504)
O (14.640, -4.823, -9.100)
C (13.543, -5.497, -8.511)
H (13.646, -2.919, -12.452)
H (12.421, -4.301, -12.605)
H (14.101, -4.534, -12.876)
H (13.703, -6.570, -8.407)
H (12.581, -5.267, -8.969)
H (13.358, -5.136, -7.499)
C (21.973, -9.461, -19.098)
O (23.125, -10.158, -18.707)
C (24.363, -9.681, -19.048)
O (24.676, -9.044, -20.043)
O (25.098, -9.942, -18.011)
C (26.300, -9.203, -17.876)
H (22.057, -9.251, -20.164)
H (22.002, -8.491, -18.604)
H (21.062, -10.053, -19.002)
H (26.788, -9.685, -17.029)
H (26.138, -8.147, -17.659)
H (26.997, -9.239, -18.713)
C (21.731, 0.997, -26.469)
O (22.340, 0.669, -27.671)
C (22.415, 1.615, -28.727)
O (22.049, 2.789, -28.754)
O (22.924, 1.003, -29.807)
C (23.256, -0.383, -29.950)
H (22.044, 1.982, -26.121)
H (22.032, 0.251, -25.733)
H (20.658, 1.168, -26.559)
H (22.329, -0.955, -29.988)
H (23.846, -0.708, -29.093)
H (23.721, -0.674, -30.892)
C (20.460, -1.748, -18.794)
O (19.824, -2.959, -18.987)
C (18.832, -3.303, -18.151)
O (18.450, -2.724, -17.153)
O (18.430, -4.438, -18.575)
C (17.548, -5.206, -17.789)
H (20.832, -1.642, -17.775)
H (19.787, -0.907, -18.964)
H (21.332, -1.619, -19.435)
H (18.161, -5.566, -16.962)
H (17.115, -5.841, -18.561)
H (16.710, -4.577, -17.487)
C (27.420, 1.100, -26.215)
O (26.975, 0.331, -25.114)
C (26.828, -0.994, -25.171)
O (27.072, -1.700, -26.152)
O (26.222, -1.410, -23.972)
C (26.017, -2.800, -23.672)
H (28.507, 1.030, -26.178)
H (27.045, 2.079, -25.919)
H (27.010, 0.682, -27.135)
H (25.408, -3.322, -24.411)
H (25.718, -2.772, -22.625)
H (26.994, -3.282, -23.703)
C (16.598, 2.835, -9.886)
O (17.025, 2.772, -11.240)
C (16.226, 2.870, -12.292)
O (15.050, 3.199, -12.259)
O (16.952, 2.624, -13.327)
C (16.332, 2.650, -14.587)
H (15.852, 2.071, -9.667)
H (16.126, 3.800, -9.699)
H (17.413, 2.632, -9.191)
H (17.162, 2.407, -15.249)
H (15.878, 3.610, -14.837)
H (15.596, 1.846, -14.608)
C (24.155, -0.438, -9.944)
O (24.894, -1.126, -10.887)
C (24.977, -0.782, -12.245)
O (24.356, 0.212, -12.727)
O (25.546, -1.678, -13.033)
C (25.760, -1.400, -14.420)
H (24.853, -0.291, -9.119)
H (23.277, -1.051, -9.742)
H (23.906, 0.572, -10.271)
H (25.256, -0.496, -14.764)
H (25.320, -2.129, -15.100)
H (26.805, -1.467, -14.722)
C (17.935, -14.441, -16.273)
O (16.947, -14.124, -15.347)
C (16.257, -12.960, -15.484)
O (16.210, -12.104, -16.421)
O (15.289, -13.012, -14.633)
C (14.463, -11.870, -14.419)
H (18.580, -13.668, -16.690)
H (17.526, -15.094, -17.045)
H (18.567, -15.212, -15.832)
H (13.998, -11.619, -15.372)
H (14.972, -11.000, -14.004)
H (13.649, -12.192, -13.769)
C (9.402, -4.959, -18.538)
O (9.707, -6.066, -19.324)
C (10.792, -6.759, -19.143)
O (11.520, -6.699, -18.161)
O (11.057, -7.494, -20.259)
C (12.158, -8.384, -20.430)
H (9.723, -5.120, -17.509)
H (8.350, -4.676, -18.483)
H (9.894, -4.037, -18.847)
H (11.687, -8.984, -21.207)
H (12.358, -9.108, -19.640)
H (12.918, -7.643, -20.679)
C (23.805, 4.836, -17.728)
O (24.122, 5.609, -18.883)
C (23.625, 5.365, -20.087)
O (22.795, 4.463, -20.366)
O (24.103, 6.285, -20.956)
C (23.428, 6.573, -22.103)
H (24.583, 4.202, -17.305)
H (22.851, 4.328, -17.867)
H (23.564, 5.498, -16.896)
H (22.901, 5.709, -22.506)
H (24.110, 6.874, -22.899)
H (22.768, 7.438, -22.039)

***

E_tot / eV: -100435.898, -9297.026, -80215.936, -136224.122, -51120.699, -112201.241